1.
Computed, not measured: a molecular structure, C32H22N13O2S2W, with ωB97M-V/def2-TZVPD.

## Properties
Lowest unoccupied orbital energy (alpha / beta) (eV): 1.434 / 1.014
<S²>: 2.0166
Highest occupied orbital energy (alpha / beta) (eV): -4.55 / -4.65
Frontier orbital gap (alpha / beta) (eV): 5.987 / 5.667
Total charge: -1
Multiplicity: 3

Structure (XYZ):
```
72
Properties=species:S:1:pos:R:3:forces:R:3
W -0.5129 -0.5621 -0.6870 0.4 1.0 0.2
C -1.7612 -3.8863 -3.0552 0.0 0.0 -0.1
C -1.1443 -2.5272 -2.9861 0.1 0.0 0.2
O -1.1140 -2.0212 -1.8006 -0.5 -0.9 -0.4
C -0.6663 -1.8342 -4.0601 0.1 0.3 0.0
C -0.1991 -0.4860 -3.9401 -0.1 -0.3 -0.3
C 0.0676 0.2539 -5.2209 0.0 0.0 0.0
N -0.0205 0.1112 -2.7918 0.1 0.1 0.1
N 0.3559 1.4569 -2.9280 -0.1 -0.3 0.1
C 0.4074 2.0043 -1.7669 0.1 0.5 0.1
O 0.1867 1.3571 -0.6597 0.0 0.1 0.2
C 0.7349 3.4506 -1.6332 0.0 -0.2 -0.1
C 0.8429 4.2530 -2.7653 0.0 0.1 0.0
C 1.1287 5.6014 -2.6338 0.0 0.0 0.0
C 1.3086 6.1567 -1.3723 0.0 0.0 0.0
C 1.1978 5.3590 -0.2438 0.0 0.0 0.0
C 0.9093 4.0073 -0.3734 0.0 0.1 0.1
H -1.3163 -4.5188 -2.2860 0.0 0.0 0.0
H -1.6393 -4.3331 -4.0406 0.0 0.0 0.0
H -2.8243 -3.8047 -2.8220 0.0 0.0 0.0
H -0.7379 -2.2655 -5.0466 0.0 0.0 0.0
H -0.0746 -0.4073 -6.0728 0.0 0.0 0.0
H 1.0783 0.6614 -5.2282 0.0 0.0 0.0
H -0.6050 1.1075 -5.3075 0.0 0.0 0.0
H 0.6925 3.8061 -3.7386 0.0 0.0 0.0
H 1.2014 6.2232 -3.5171 0.0 0.0 0.0
H 1.5239 7.2130 -1.2709 0.0 0.0 0.0
H 1.3203 5.7901 0.7413 0.0 0.0 0.0
H 0.8045 3.3803 0.5017 0.0 0.0 0.0
N -1.0897 1.5457 2.0246 0.0 0.1 0.0
C -0.0928 0.7222 2.3088 0.2 -0.2 0.0
N 0.4170 0.7476 3.5418 -0.1 0.0 0.0
C 1.4393 -0.0634 3.7663 0.1 -0.2 -0.2
N 1.8871 -0.1903 5.0278 -0.1 0.0 0.1
N 2.1145 -0.7495 2.8066 -0.3 0.2 0.3
C 1.5244 -0.7171 1.6392 0.6 -0.4 -0.6
N 0.3829 -0.1027 1.3309 -0.2 0.0 0.0
C 2.2239 -1.3624 0.4815 -0.3 0.4 0.6
C 3.4796 -1.9129 0.6081 0.1 -0.2 -0.2
C 4.0479 -2.4919 -0.5175 0.0 0.0 0.3
C 3.3470 -2.4831 -1.7097 -0.2 0.1 -0.2
C 2.1017 -1.8749 -1.7602 0.3 -0.1 0.2
N 1.5637 -1.3085 -0.6794 -0.4 -0.1 -0.1
H -1.4222 2.1648 2.7424 0.0 0.0 0.0
H -1.4425 1.6220 1.0863 -0.1 0.0 0.0
H 1.2806 0.1313 5.7645 0.0 0.0 0.0
H 2.5063 -0.9572 5.2262 0.0 0.0 0.0
H 3.9599 -1.9059 1.5745 0.0 0.0 0.0
H 5.0230 -2.9572 -0.4553 0.0 0.0 0.0
H 3.7458 -2.9385 -2.6052 0.0 0.0 0.0
H 1.5179 -1.8477 -2.6671 0.0 0.0 0.0
S 0.0832 -3.5932 0.7339 0.1 -0.2 0.1
C -0.5135 -3.0892 2.2585 -0.1 0.2 0.0
C 0.0527 -3.5517 3.4613 0.0 -0.1 -0.1
C -0.3559 -3.0859 4.6963 0.2 0.0 0.2
C 0.3590 -3.5105 5.8750 -0.2 -0.1 -0.2
N 0.9558 -3.8601 6.7945 0.0 0.1 0.0
C -1.3923 -2.1447 4.7852 0.0 0.1 0.3
C -1.9768 -1.6860 3.6108 0.0 0.1 -0.1
C -1.5538 -2.1197 2.3574 0.1 0.0 0.2
S -2.2975 -1.3884 0.9446 0.2 0.0 -0.2
C -1.7613 -1.5683 6.0490 0.0 -0.1 -0.2
N -2.0487 -1.0740 7.0484 0.0 0.0 0.0
H 0.8581 -4.2718 3.4056 0.0 0.0 0.0
H -2.7504 -0.9305 3.6691 0.0 0.0 0.0
N -2.3004 0.5104 -1.1326 0.0 0.2 0.2
C -3.0649 1.3775 -1.2031 -0.3 0.2 -0.1
C -3.9254 2.4702 -1.2148 0.1 -0.2 0.0
C -3.5545 3.5774 -0.4113 -0.1 -0.1 0.0
N -3.2398 4.4492 0.2785 0.1 0.0 0.0
C -5.1274 2.4470 -1.9625 0.1 0.0 0.1
N -6.1063 2.4253 -2.5734 0.0 0.0 0.0
```
Positions in Å, forces in eV/Å.

2.
Computed, not measured: 2 unconnected molecules or ions with the total composition C5H10N2O2, with ωB97M-V/def2-TZVPD.

## Properties
SMILES string: CNC(=O)O.CC#CN
Lowest unoccupied orbital energy (eV): 0.681
Highest occupied orbital energy (eV): -7.96
Frontier orbital gap (eV): 8.641

Structure (XYZ):
```
19
Properties=species:S:1:pos:R:3:forces:R:3
C 1.9169 -0.2996 -1.4679 -0.1 -0.2 0.2
C 0.7064 -0.4831 2.7645 0.2 -1.2 0.1
N 0.6366 0.2848 -1.1380 -2.0 -0.4 -0.2
C -0.5533 -0.2994 -1.6044 2.9 1.3 -4.9
C -1.1415 0.0832 0.9740 1.9 0.0 3.0
C -0.1736 -0.2993 1.6247 -2.5 1.5 -0.8
N -2.0747 0.9929 0.6067 -1.0 -0.5 -1.1
O -1.4074 0.6988 -2.0582 -0.4 0.1 1.4
O -0.5968 -1.3644 -2.2067 -0.4 -0.2 2.1
H -2.0921 0.2860 -2.6004 0.2 -0.3 0.1
H 0.5366 1.2464 -0.8159 0.3 -0.6 -0.2
H -2.4404 1.6243 1.3082 0.3 -0.3 0.2
H -2.8164 0.5811 0.0496 0.1 0.5 0.1
H 2.4045 0.2764 -2.2582 0.1 0.0 0.1
H 1.7825 -1.3181 -1.8311 -0.3 0.1 0.0
H 2.5667 -0.3795 -0.5949 0.0 0.2 0.0
H 1.6482 -0.9587 2.4871 0.1 0.1 0.2
H 0.8954 0.4623 3.2765 0.0 0.1 -0.3
H 0.2024 -1.1340 3.4844 0.2 0.0 0.1
```
Positions in Å, forces in eV/Å.

3.
Computed, not measured: a molecular structure, C15H13N5O8P2Pt, with ωB97M-V/def2-TZVPD.

## Properties
Lowest unoccupied orbital energy (alpha / beta) (eV): -7.641 / -10.125
<S²>: 6.1483
Highest occupied orbital energy (alpha / beta) (eV): -14.10 / -15.54
Frontier orbital gap (alpha / beta) (eV): 6.461 / 5.417
Total charge: +2
Multiplicity: 5

Structure (XYZ):
```
44
Properties=species:S:1:pos:R:3:forces:R:3
Pt 0.5031 -0.2598 -1.5757 -0.6 0.1 -0.1
N -2.7219 2.8765 0.0740 1.1 -1.4 -1.8
C -2.0486 2.0167 -0.8396 0.2 1.2 2.5
N -0.7706 1.7758 -0.7751 0.2 -0.7 0.9
C -0.0552 2.1959 0.3589 -2.6 0.7 -1.1
N 1.1795 1.8728 0.6800 2.1 -2.4 -0.5
N 1.6760 0.7198 -0.0140 -1.0 2.1 0.5
C 2.7705 0.1278 0.2963 0.4 -2.1 0.7
C 2.9731 -1.3296 -0.2081 -2.6 3.1 -0.7
C 4.0240 -2.1675 0.1215 0.1 0.1 0.0
C 3.9183 -3.4756 -0.2878 -0.6 -2.6 -0.2
C 2.7280 -4.0884 -0.7607 1.1 1.8 0.6
C 1.5918 -3.1110 -1.0324 -1.6 -0.2 0.2
N 1.8888 -1.6891 -0.9092 2.1 -2.1 0.8
C -0.7870 2.9894 1.2957 1.7 2.1 4.7
C -0.1533 3.5042 2.5960 -1.3 -0.6 -2.8
C -0.9493 4.2723 3.4164 1.9 0.1 1.1
C -2.2943 4.5523 3.2185 -1.7 0.0 -0.4
C -2.8975 4.0931 2.1085 -1.1 0.5 -0.6
C -2.1630 3.3889 1.1929 1.6 -2.2 -2.6
H -3.6493 3.1213 -0.2144 -0.8 0.0 0.2
H -2.6966 1.4096 -1.4328 -0.3 0.0 -1.1
H 3.4410 0.3022 1.1237 0.1 1.2 0.2
H 4.9546 -1.9442 0.6445 -0.5 0.7 -0.1
H 4.8543 -3.9937 -0.0632 -0.7 -0.7 -0.4
H 2.6171 -5.1690 -0.9873 0.1 1.0 0.3
H 1.0954 -3.2880 -1.9664 0.6 0.0 -1.3
H 0.9165 3.2966 2.6820 -0.5 0.3 0.5
H -0.6086 4.7735 4.3177 0.8 -0.5 -0.1
H -2.9331 5.1021 3.9101 0.7 0.0 0.1
H -3.9247 4.2674 1.8213 -0.2 0.2 0.4
O -1.4718 -3.3112 1.4005 -0.1 0.3 -0.6
P -0.9885 -2.5889 0.0891 1.5 0.0 0.5
O 0.3889 -3.3688 -0.2009 0.5 -0.6 0.7
O -0.6555 -1.1317 0.2824 -0.4 0.1 -0.4
O -2.0505 -2.9214 -0.9725 -0.1 0.1 -0.1
P -2.1028 -2.0222 -2.4294 0.1 1.4 3.0
O -2.5037 -3.1533 -3.3231 -1.8 -2.1 -3.0
O -2.9961 -0.8875 -2.2389 -0.4 0.7 0.0
O -0.6519 -1.7897 -2.6650 2.4 1.0 -0.3
H -0.8786 -3.1418 2.1464 -0.1 -0.1 0.0
H -2.9237 -2.8399 -4.1572 0.2 -0.6 0.6
O 2.6120 0.5646 -3.7153 -0.4 0.0 0.4
C 1.7432 0.4492 -3.0072 0.1 -0.1 -0.8
```
Positions in Å, forces in eV/Å.

4.
Computed, not measured: 2 unconnected molecules or ions with the total composition C3H11N2O, with ωB97M-V/def2-TZVPD.

## Properties
Lowest unoccupied orbital energy (eV): -3.311
Highest occupied orbital energy (eV): -13.86
Frontier orbital gap (eV): 10.549
Total charge: +1

Structure (XYZ):
```
17
Properties=species:S:1:pos:R:3:forces:R:3
C 2.2343 1.1561 -0.2796 -3.2 2.4 1.2
C 0.7442 0.8999 -0.7220 -0.4 -0.3 1.0
O -0.1238 0.1838 -0.1161 2.4 1.4 -1.4
N 0.4649 1.6691 -1.7936 -1.6 1.4 -0.6
H 2.6819 0.2833 0.0965 0.7 -0.9 0.5
H 2.0459 1.9771 0.5695 0.8 -1.9 -1.6
H -0.5473 1.8776 -2.0627 2.0 -0.7 0.6
H 1.1481 2.4213 -2.0453 -1.1 -1.3 0.2
H 2.7642 1.6503 -1.0901 0.3 -0.3 0.2
C -2.1057 -1.8274 0.8600 -3.2 -2.6 -2.4
N -0.9286 -1.7160 1.6299 3.9 0.5 0.7
H -0.0327 -1.8761 0.9750 -2.3 0.7 1.9
H -0.8715 -0.7399 1.9734 0.5 -0.5 -0.2
H -0.9102 -2.3398 2.4557 0.2 0.2 -0.6
H -2.1635 -0.9259 0.1722 0.1 -1.7 0.5
H -3.0321 -1.8977 1.4807 0.9 0.5 -0.1
H -2.0836 -2.9449 0.3999 -0.1 3.0 0.3
```
Positions in Å, forces in eV/Å.

5.
Computed, not measured: a molecular structure, C14H23BBr24FN2O, with ωB97M-V/def2-TZVPD.

## Properties
Lowest unoccupied orbital energy (eV): -3.221
Highest occupied orbital energy (eV): -11.66
Frontier orbital gap (eV): 8.439
Total charge: +1

Structure (XYZ):
```
66
Properties=species:S:1:pos:R:3:forces:R:3
C 3.4965 -0.5680 -1.7140 -0.6 0.0 -0.4
B 2.1967 -1.4795 -1.1754 3.0 1.2 2.5
O 2.1807 -2.0045 0.2054 -1.3 2.3 -3.0
N 1.0908 -1.7484 -2.2253 -0.2 -0.9 -0.4
C 0.4396 -0.4735 -2.7392 -2.1 3.1 -1.5
C -0.6943 0.1606 -1.7195 -0.7 -1.7 1.3
N -1.2588 1.4867 -2.1959 1.4 -0.4 1.2
C -1.8844 -1.0088 -1.6047 1.7 -0.4 -0.7
C -1.1246 -2.2960 -0.8546 -1.3 2.4 -0.3
F -2.2067 -3.3084 -0.6393 3.6 1.2 -1.4
C 0.1124 -2.8226 -1.7921 -2.1 -3.3 0.9
H 4.5304 -1.0771 -1.4294 -2.6 1.4 -0.9
H 3.4466 -0.3640 -2.8764 0.2 -0.4 2.3
H 3.4788 0.4698 -1.1557 0.0 -2.0 -1.1
H 1.8731 -1.2665 0.8102 0.6 -1.2 -0.6
H 1.6174 -2.1542 -3.0567 -0.7 0.6 1.1
H -0.1364 -0.6781 -3.7643 1.4 0.1 2.3
H 1.1975 0.3897 -2.9698 -1.0 -2.1 0.6
H -0.2512 0.2402 -0.6140 -0.5 -0.1 -2.4
H -2.0201 1.8082 -1.5338 1.1 -0.8 -0.9
H -0.4839 2.1938 -2.0565 -1.2 -0.9 -0.3
H -2.1108 -1.3672 -2.7164 0.0 0.9 2.4
H -2.8335 -0.6404 -1.0277 2.0 -0.8 -1.1
H -0.7741 -1.8684 0.2025 -0.6 -1.6 -2.3
H -0.3528 -3.4056 -2.7233 1.0 1.7 1.8
H 0.6792 -3.6642 -1.1648 -1.0 2.0 -1.4
C -0.9192 2.2242 1.9555 -0.1 0.5 0.2
Br -0.8911 0.2824 1.8433 -0.1 0.5 0.4
Br 0.5647 3.0267 0.9870 -0.4 -0.3 0.2
Br -2.6313 2.9571 1.3935 0.8 -0.1 0.0
H -0.7906 2.4854 3.0111 0.0 -0.2 -0.5
C -2.1134 7.5402 0.8274 0.0 0.2 0.1
Br -3.6220 7.3682 -0.3886 0.4 0.0 0.3
Br -2.5117 6.8044 2.5835 0.1 0.2 -0.5
Br -0.4877 6.7806 0.0759 -0.4 0.1 0.2
H -1.9327 8.6116 0.9631 -0.1 -0.5 -0.1
C -6.2019 4.5683 -0.8778 -0.1 0.2 0.0
Br -7.7105 4.3963 -2.0938 0.5 0.0 0.4
Br -6.6002 3.8325 0.8783 0.2 0.1 -0.4
Br -4.5763 3.8088 -1.6293 -0.4 0.1 0.1
H -6.0212 5.6397 -0.7421 0.0 -0.5 0.0
C 5.3475 2.4832 0.9563 0.4 0.2 0.1
Br 6.5863 1.5845 -0.2444 -0.5 0.3 0.4
Br 4.8695 4.2546 0.3100 0.0 -0.5 0.1
Br 3.7753 1.3968 1.3201 0.4 0.3 0.1
H 5.8688 2.6205 1.9094 -0.3 -0.1 -0.4
C 7.7034 -2.3587 -0.5991 0.2 -0.2 0.0
Br 8.2827 -0.9365 -1.7931 -0.1 -0.4 0.2
Br 8.8164 -2.4657 0.9927 -0.4 0.1 -0.4
Br 5.8159 -2.2061 -0.1538 1.0 -0.6 0.6
H 7.8288 -3.3020 -1.1410 -0.1 0.4 0.2
C -4.5525 -1.2562 2.4024 0.1 0.0 0.5
Br -3.3137 -2.1549 1.2017 -1.3 0.4 1.3
Br -5.0305 0.5152 1.7561 -0.1 -0.7 0.1
Br -6.1247 -2.3426 2.7663 0.5 0.3 -0.2
H -4.0312 -1.1189 3.3555 -0.3 0.0 -0.4
C 6.2626 -3.1023 4.4223 0.2 -0.1 -0.1
Br 4.7694 -1.9202 4.0260 0.3 -0.2 0.1
Br 7.3119 -2.4625 5.9302 -0.3 -0.2 -0.4
Br 5.6827 -4.9422 4.6727 0.1 0.5 0.0
H 6.9206 -3.0908 3.5471 -0.3 0.0 0.4
C -7.3450 -4.8645 -0.4846 -0.2 -0.1 -0.2
Br -8.7742 -3.6702 0.0770 0.4 -0.3 -0.1
Br -5.6875 -3.9027 -0.8189 -0.4 -0.3 0.1
Br -7.0913 -6.3298 0.7695 0.0 0.4 -0.3
H -7.6547 -5.3083 -1.4365 0.1 0.2 0.5
```
Positions in Å, forces in eV/Å.

6.
Computed, not measured: 2 unconnected molecules or ions with the total composition C5H14, with ωB97M-V/def2-TZVPD.

## Properties
SMILES string: CCC.CC
Lowest unoccupied orbital energy (eV): 1.185
Highest occupied orbital energy (eV): -10.93
Frontier orbital gap (eV): 12.113

Structure (XYZ):
```
19
Properties=species:S:1:pos:R:3:forces:R:3
C 1.9980 -0.5937 -0.0841 0.6 0.0 0.7
C 1.6603 -1.8404 0.7215 -1.6 -0.1 -0.2
H 3.0688 -0.3861 -0.0225 0.1 -0.4 -0.6
H 1.6368 -0.7481 -1.0968 0.2 0.4 -0.2
H 1.6196 0.3392 0.3297 -0.6 -0.1 0.0
H 1.7549 -2.7347 0.1062 0.8 -0.1 0.2
H 0.5760 -1.9028 0.9105 0.1 0.4 0.2
H 2.1274 -1.9177 1.6948 0.4 -0.1 0.0
C -1.6593 0.5373 -0.5164 -0.4 -0.5 -0.2
C -0.7948 1.6050 -1.1881 -0.7 0.4 -0.2
C -1.4846 0.3883 0.9841 0.3 0.6 -0.4
H -1.6887 -0.4416 -1.0043 1.0 -0.1 0.0
H -2.6691 0.7964 -0.7270 -1.2 0.6 0.1
H 0.0260 1.9608 -0.5741 0.4 -0.3 -0.1
H -0.4958 1.3175 -2.1895 0.6 -0.2 0.0
H -0.4566 0.1169 1.1807 0.2 -0.2 0.3
H -2.1517 -0.3499 1.4125 -0.1 -0.1 0.1
H -1.4072 2.4924 -1.3856 0.0 0.0 0.3
H -1.6600 1.3610 1.4481 -0.1 -0.1 0.2
```
Positions in Å, forces in eV/Å.